Arrangement i

Entry from the OMol25 dataset: an isolated molecule of C6H4O (ωB97M-V/def2-TZVPD).

ORCA input file:
```
! RIJCOSX wB97M-V def2-TZVPD def2/J DEFGRID3
* xyz 0 1
C 3.173 0.431 0.486
C 1.955 0.078 0.307
C 0.519 0.028 0.369
C -0.435 0.984 0.220
C -1.624 0.290 -0.162
C -1.300 -1.028 -0.181
O -0.005 -1.208 0.150
H 2.401 -0.421 -0.616
H -0.285 2.051 0.315
H -2.563 0.728 -0.463
H -1.835 -1.932 -0.426
*
```

***

Arrangement ii

Entry from the OMol25 dataset: an isolated molecule of C6H4O (ωB97M-V/def2-TZVPD).

ORCA input file:
```
! RIJCOSX wB97M-V def2-TZVPD def2/J DEFGRID3
* xyz 0 1
C 0.918 0.203 0.568
C 1.722 -0.947 -0.374
C 1.358 0.155 -0.964
C 0.296 1.021 -0.581
C -0.576 0.189 0.313
C -1.249 -1.084 -0.145
O -1.253 -1.486 -1.278
H 1.422 0.715 1.379
H 0.306 2.104 -0.615
H -1.176 0.758 1.027
H -1.768 -1.631 0.669
*
```

***

Arrangement iii

Entry from the OMol25 dataset: an isolated molecule of C6H4O (ωB97M-V/def2-TZVPD).

ORCA input file:
```
! RIJCOSX wB97M-V def2-TZVPD def2/J DEFGRID3
* xyz 0 1
C -0.096 0.435 -1.784
C -0.250 -0.465 -0.565
C -1.391 -1.118 -0.786
C 0.769 -0.396 0.512
O 1.943 -0.365 0.223
C 0.257 -0.238 1.863
C -0.245 0.000 2.929
H -0.926 0.151 -2.449
H 0.866 0.302 -2.285
H -0.167 1.497 -1.509
H -0.761 0.198 3.852
*
```

***

Arrangement iv

Entry from the OMol25 dataset: an isolated molecule of C6H4O (ωB97M-V/def2-TZVPD).

ORCA input file:
```
! RIJCOSX wB97M-V def2-TZVPD def2/J DEFGRID3
* xyz 0 1
C -0.706 -0.212 3.492
C -0.668 -0.315 2.292
C -0.761 -0.586 0.890
C -0.025 -0.131 -0.100
C 0.426 0.131 -1.282
C 0.472 0.805 -2.550
O 1.355 -0.293 -2.181
H -0.743 -0.128 4.555
H -1.556 -1.283 0.626
H 0.965 1.768 -2.647
H -0.276 0.557 -3.303
*
```

***

Most stable: arrangement i

***

Arrangement i

Entry from the OMol25 dataset: a cluster of 2 separate species, C3H12NOS in total (ωB97M-V/def2-TZVPD).

ORCA input file:
```
! RIJCOSX wB97M-V def2-TZVPD def2/J DEFGRID3
* xyz 1 1
C -0.734 1.162 -0.177
C 0.292 0.177 0.392
C 1.649 0.539 -0.243
S 2.786 -0.769 0.247
N -2.052 0.931 0.642
H -1.063 0.923 -1.187
H -0.428 2.190 -0.015
H 0.226 0.301 1.481
H 0.052 -0.861 0.154
H 1.517 0.689 -1.320
H 1.952 1.500 0.174
H 3.337 -0.949 -0.956
H -2.408 -0.014 0.469
H -2.777 1.600 0.387
H -1.779 1.062 1.612
H -3.954 -1.494 -1.621
H -3.185 -1.897 -0.455
O -3.367 -1.089 -0.939
*
```

***

Arrangement ii

Entry from the OMol25 dataset: a cluster of 2 separate species, C3H12NOS in total (ωB97M-V/def2-TZVPD).

ORCA input file:
```
! RIJCOSX wB97M-V def2-TZVPD def2/J DEFGRID3
* xyz 1 1
C -0.853 0.191 2.896
O -1.103 0.288 1.474
H 0.190 0.409 3.126
H -1.517 0.867 3.436
H -1.066 -0.827 3.182
H -1.038 1.217 1.223
C 1.083 -0.276 -1.025
C 0.059 0.307 -1.970
S 0.918 1.533 -3.005
N 0.440 -1.292 -0.129
H 1.509 0.499 -0.396
H 1.884 -0.753 -1.582
H -0.750 0.793 -1.431
H -0.383 -0.468 -2.588
H -0.195 2.087 -3.490
H 1.117 -1.743 0.486
H -0.015 -2.021 -0.680
H -0.280 -0.810 0.473
*
```

***

Most stable: arrangement i

***

Arrangement i

Entry from the OMol25 dataset: an isolated molecule of C4H7NOS (ωB97M-V/def2-TZVPD).

ORCA input file:
```
! RIJCOSX wB97M-V def2-TZVPD def2/J DEFGRID3
* xyz 0 1
C -0.713 1.509 -0.212
C -0.315 -1.109 -0.540
C 0.706 1.101 0.194
C 0.957 -0.429 0.086
N 1.513 0.490 -0.843
O -2.903 0.122 -0.397
S -1.566 0.113 0.095
H -0.890 2.503 0.106
H -0.470 -1.017 -1.652
H -0.630 -1.963 -0.010
H 1.050 1.552 1.091
H 1.635 -0.983 0.802
H 1.309 0.371 -1.850
H -1.818 -0.556 1.435
*
```

***

Arrangement ii

Entry from the OMol25 dataset: an isolated molecule of C4H7NOS (ωB97M-V/def2-TZVPD).

ORCA input file:
```
! RIJCOSX wB97M-V def2-TZVPD def2/J DEFGRID3
* xyz 0 1
C 0.301 -0.108 0.386
C 0.193 1.382 0.736
C -0.612 -1.069 0.831
C -0.656 -2.421 0.214
H 2.284 0.375 -0.230
H 1.894 -1.151 -0.912
H -0.865 1.516 1.134
H 1.009 1.944 1.331
H 1.188 1.706 -1.532
H -1.467 -0.783 1.439
H 0.107 -2.817 -0.593
N 1.484 -0.348 -0.318
O -1.632 -3.051 0.414
S 0.197 2.460 -0.921
*
```

***

Most stable: arrangement ii

***

Arrangement i

Entry from the OMol25 dataset: a cluster of 2 separate species, C3H4BrNO in total (ωB97M-V/def2-TZVPD).

ORCA input file:
```
! RIJCOSX wB97M-V def2-TZVPD def2/J DEFGRID3
* xyz 0 1
C -0.778 1.052 0.309
C 1.840 -0.673 -0.456
C 1.584 0.591 -0.086
N 0.405 1.173 0.319
O -1.914 0.985 0.527
Br -4.304 -1.048 0.003
H 1.187 -1.408 -0.648
H 2.807 -1.028 -0.699
H -3.172 -0.866 0.834
H 2.344 1.223 -0.102
*
```

***

Arrangement ii

Entry from the OMol25 dataset: a cluster of 2 separate species, C3H4BrNO in total (ωB97M-V/def2-TZVPD).

ORCA input file:
```
! RIJCOSX wB97M-V def2-TZVPD def2/J DEFGRID3
* xyz 0 1
C -0.135 -0.500 -0.034
C 1.535 0.735 -0.181
C -1.260 0.403 0.298
N 0.207 -1.614 -0.255
O 1.557 1.854 -0.535
Br 3.199 -0.328 -0.069
H -2.146 -0.043 -0.079
H -1.291 0.680 1.320
H -1.288 1.335 -0.215
H -0.379 -2.521 -0.250
*
```

***

Arrangement iii

Entry from the OMol25 dataset: an isolated molecule of C3H4BrNO (ωB97M-V/def2-TZVPD).

ORCA input file:
```
! RIJCOSX wB97M-V def2-TZVPD def2/J DEFGRID3
* xyz 0 1
C -0.102 -0.135 1.709
C 0.821 -0.191 -0.437
C -0.662 0.283 -0.938
N 0.776 -0.355 0.902
O -1.541 0.235 0.012
Br -0.713 -0.398 3.373
H 1.251 -1.033 -0.889
H 1.622 0.526 -0.725
H -0.458 1.352 -1.295
H -0.995 -0.283 -1.712
*
```

***

Most stable: arrangement i

***

Arrangement i

Entry from the OMol25 dataset: a cluster of 10 separate species, C20H40Br20 in total (ωB97M-V/def2-TZVPD).

ORCA input file:
```
! RIJCOSX wB97M-V def2-TZVPD def2/J DEFGRID3
* xyz 0 1
Br 2.021 2.920 -5.441
C 0.277 3.254 -6.354
C -0.610 2.041 -6.102
Br -2.379 2.206 -6.889
H 0.491 3.402 -7.413
H -0.205 4.197 -6.096
H -0.702 1.817 -5.040
H -0.083 1.143 -6.427
Br 1.899 2.448 6.000
C 2.329 3.230 7.762
C 2.931 2.150 8.656
Br 3.013 2.705 10.604
H 1.353 3.522 8.149
H 2.924 4.142 7.804
H 3.963 1.931 8.380
H 2.425 1.184 8.671
Br -4.101 -1.767 4.540
C -3.612 -0.393 5.885
C -3.833 0.985 5.318
Br -3.504 2.345 6.732
H -2.591 -0.614 6.197
H -4.248 -0.527 6.759
H -4.791 1.203 4.846
H -3.109 1.190 4.529
Br -1.782 1.786 0.058
C 0.021 0.978 0.061
C -0.250 -0.575 0.324
Br -1.481 -1.436 -0.949
H 0.653 1.512 0.771
H 0.404 1.210 -0.933
H -0.595 -0.747 1.344
H 0.666 -1.164 0.286
Br -2.154 -4.174 -6.924
C -3.537 -5.274 -5.953
C -4.898 -4.875 -6.511
Br -6.284 -5.767 -5.464
H -3.482 -4.936 -4.918
H -3.354 -6.345 -6.035
H -5.054 -5.162 -7.551
H -5.043 -3.799 -6.410
Br 3.766 -2.692 -4.950
C 3.430 -4.628 -4.896
C 2.584 -4.825 -3.648
Br 3.647 -4.483 -2.101
H 4.440 -5.010 -4.751
H 2.942 -5.050 -5.774
H 2.250 -5.859 -3.570
H 1.776 -4.094 -3.669
Br 0.766 6.995 0.695
C -0.387 7.495 2.230
C -1.821 7.773 1.676
Br -2.987 8.133 3.226
H 0.054 8.331 2.772
H -0.496 6.640 2.898
H -2.175 6.851 1.214
H -1.941 8.575 0.948
Br 8.678 -0.489 -1.868
C 7.291 0.881 -1.378
C 7.501 1.218 0.044
Br 5.854 2.020 0.650
H 6.340 0.398 -1.603
H 7.428 1.721 -2.060
H 8.285 1.933 0.293
H 7.706 0.309 0.608
Br -7.008 -0.861 -1.459
C -6.925 -0.802 -3.458
C -8.269 -1.160 -4.030
Br -8.228 -0.873 -6.004
H -6.080 -1.369 -3.848
H -6.643 0.235 -3.641
H -9.026 -0.498 -3.611
H -8.639 -2.153 -3.774
Br 6.278 -3.486 4.582
C 4.627 -4.094 5.458
C 3.414 -3.545 4.704
Br 1.719 -4.233 5.546
H 4.694 -3.808 6.508
H 4.649 -5.183 5.459
H 3.353 -3.805 3.648
H 3.463 -2.456 4.669
*
```

***

Arrangement ii

Entry from the OMol25 dataset: a cluster of 10 separate species, C20H40Br20 in total (ωB97M-V/def2-TZVPD).

ORCA input file:
```
! RIJCOSX wB97M-V def2-TZVPD def2/J DEFGRID3
* xyz 0 1
Br -17.857 24.764 -0.507
C -18.476 26.408 -1.358
C -19.958 26.431 -1.441
Br -20.451 28.048 -2.408
H -17.951 26.522 -2.299
H -18.159 27.210 -0.696
H -20.434 26.418 -0.469
H -20.338 25.634 -2.070
Br -14.037 20.401 -5.363
C -14.195 21.548 -6.949
C -13.220 21.058 -7.962
Br -13.350 22.278 -9.493
H -14.028 22.583 -6.668
H -15.237 21.417 -7.215
H -13.475 20.087 -8.364
H -12.204 21.097 -7.590
Br -23.757 22.641 -7.036
C -22.396 22.682 -5.627
C -21.716 24.024 -5.687
Br -20.361 24.113 -4.279
H -21.768 21.825 -5.847
H -22.923 22.521 -4.694
H -22.439 24.796 -5.446
H -21.223 24.263 -6.620
Br -9.488 24.945 -5.108
C -11.367 24.737 -4.700
C -11.704 25.528 -3.452
Br -13.498 25.026 -2.859
H -11.578 23.682 -4.552
H -11.943 25.035 -5.573
H -11.694 26.597 -3.633
H -11.054 25.222 -2.641
Br -12.958 22.777 2.604
C -13.572 23.033 0.774
C -14.540 21.921 0.454
Br -14.826 21.800 -1.475
H -12.700 22.990 0.131
H -14.031 24.013 0.719
H -15.490 22.026 0.968
H -14.138 20.939 0.670
Br -22.489 17.302 -3.912
C -21.279 18.798 -3.670
C -20.213 18.819 -4.721
Br -20.903 19.124 -6.487
H -20.850 18.726 -2.675
H -21.894 19.694 -3.701
H -19.689 17.864 -4.726
H -19.442 19.559 -4.519
Br -14.175 26.357 -8.469
C -15.565 26.947 -9.683
C -16.874 27.071 -8.966
Br -18.177 27.850 -10.193
H -15.645 26.263 -10.520
H -15.268 27.924 -10.051
H -16.832 27.711 -8.094
H -17.291 26.102 -8.719
Br -17.717 21.647 -4.006
C -16.923 23.419 -4.054
C -16.828 23.838 -5.492
Br -16.206 25.658 -5.657
H -16.018 23.371 -3.460
H -17.618 24.046 -3.501
H -17.821 23.802 -5.927
H -16.133 23.215 -6.042
Br -18.149 20.585 0.464
C -19.672 20.617 -0.749
C -20.412 21.909 -0.501
Br -22.063 22.007 -1.535
H -20.220 19.696 -0.598
H -19.263 20.643 -1.758
H -19.821 22.792 -0.720
H -20.737 21.963 0.536
Br -14.419 28.859 -2.139
C -15.095 29.221 -3.935
C -14.204 28.572 -4.975
Br -12.461 29.404 -5.105
H -15.155 30.300 -4.024
H -16.093 28.790 -3.960
H -14.668 28.638 -5.957
H -14.027 27.534 -4.712
*
```

***

Most stable: arrangement ii

***

Arrangement i

Entry from the OMol25 dataset: a cluster of 2 separate species, C5H14O in total (ωB97M-V/def2-TZVPD).

ORCA input file:
```
! RIJCOSX wB97M-V def2-TZVPD def2/J DEFGRID3
* xyz 0 1
C -0.995 1.223 0.227
C -1.643 1.345 -1.156
C -1.937 1.648 1.340
O -0.464 -0.080 0.508
H -0.109 1.849 0.299
H -1.305 2.277 -1.610
H -1.413 1.678 2.287
H -2.367 2.617 1.125
H -2.736 0.905 1.437
H -1.196 -0.712 0.594
H -2.727 1.319 -1.028
H -1.341 0.508 -1.771
C 3.006 -1.676 0.080
C 1.891 -2.230 -0.808
H 3.317 -0.667 -0.182
H 2.578 -1.553 1.074
H 3.845 -2.367 0.092
H 1.041 -1.562 -0.868
H 1.564 -3.178 -0.388
H 2.166 -2.384 -1.860
*
```

***

Arrangement ii

Entry from the OMol25 dataset: a cluster of 2 separate species, C5H14O in total (ωB97M-V/def2-TZVPD).

ORCA input file:
```
! RIJCOSX wB97M-V def2-TZVPD def2/J DEFGRID3
* xyz 0 1
C 0.674 -1.316 2.062
C 1.295 -1.423 0.634
C 1.265 -0.152 -0.203
C -0.015 0.556 -0.673
C -0.756 -0.291 -1.738
H 0.718 -2.189 2.684
H -0.484 -1.058 1.958
H 1.091 -0.533 2.638
H 0.702 -2.270 0.169
H 2.369 -1.725 0.740
H 2.102 0.628 0.079
H 1.620 -0.422 -1.253
H -0.445 0.785 0.280
H 0.191 1.664 -1.007
H -0.026 -1.112 -1.927
H -1.569 -0.805 -1.219
H -0.865 0.251 -2.590
H -1.725 1.944 -0.896
H -1.584 2.931 0.259
O -2.108 2.208 -0.051
*
```

***

Most stable: arrangement i